1) This record from the Open Molecules 2025 dataset describes the ion C2H8NO2 with charge +1. The level of theory is ωB97M-V/def2-TZVPD.

Summary:
Structure (SMILES): CC([NH3+])(O)O
Frontier orbital gap: 13.1 eV

The geometry in ORCA input format:
```
! RIJCOSX wB97M-V def2-TZVPD def2/J DEFGRID3
* xyz 1 1
C 0.65 -1.11 0.69
C -0.32 -0.15 0.05
N 0.40 1.33 -0.58
O -1.18 0.38 1.05
O -1.02 -0.54 -1.09
H 0.06 -1.63 1.47
H 1.16 -1.82 -0.05
H 1.44 -0.78 1.34
H 0.83 1.79 0.18
H -0.42 1.97 -0.62
H 1.03 1.21 -1.46
H -2.00 0.62 0.64
H -0.64 -1.25 -1.60
*
```

Atomic partial charges in e from the Mulliken method, atoms 1 to 2: C -1.161; C 0.756

---

2) This record from the Open Molecules 2025 dataset describes the ion C2H8NO2 with charge +1. The level of theory is ωB97M-V/def2-TZVPD.

Summary:
Structure (SMILES): CC([NH3+])(O)O
Frontier orbital gap: 11.8 eV

The geometry in ORCA input format:
```
! RIJCOSX wB97M-V def2-TZVPD def2/J DEFGRID3
* xyz 1 1
C -0.14 0.72 -1.20
C -0.20 0.05 0.47
N 0.78 -1.13 0.27
O -1.37 -0.57 0.74
O 0.25 0.86 1.45
H 0.17 1.75 -1.13
H 0.39 -0.01 -1.83
H -1.13 0.73 -1.48
H 0.93 -1.45 1.22
H 1.82 -0.86 -0.13
H 0.42 -1.77 -0.34
H -2.25 -0.07 0.78
H 0.34 1.76 1.17
*
```

Atomic partial charges in e from the Mulliken method, atoms 1 to 2: C -1.045; C 0.612

---

Most stable of them? 1).

---

1) This record from the Open Molecules 2025 dataset describes a cluster of 2 separate species, C3H6FNS in total. The level of theory is ωB97M-V/def2-TZVPD.

Summary:
Structure (SMILES): C=CF.C=NS
Frontier orbital gap: 10.0 eV

The geometry in ORCA input format:
```
! RIJCOSX wB97M-V def2-TZVPD def2/J DEFGRID3
* xyz 0 1
C -0.36 1.98 1.93
C -1.39 1.95 1.08
F -1.40 1.98 -0.23
H -0.74 1.98 2.95
H 0.75 1.75 1.76
H -2.33 2.24 1.43
C 0.93 -1.26 -0.76
N 0.58 -2.35 -1.26
S 0.75 -2.60 -2.91
H 1.00 -1.16 0.33
H 1.39 -0.50 -1.38
H 0.83 -3.99 -2.93
*
```

Atomic partial charges in e from the Mulliken method, atoms 1 to 2: C -0.549; C 0.021

---

2) This record from the Open Molecules 2025 dataset describes a structure of composition C3H6FNS. The level of theory is ωB97M-V/def2-TZVPD.

Summary:
Frontier orbital gap: 9.4 eV

The geometry in ORCA input format:
```
! RIJCOSX wB97M-V def2-TZVPD def2/J DEFGRID3
* xyz 0 1
C 1.30 0.37 0.45
C 0.16 0.39 -0.54
C -0.53 -0.86 -0.62
H 1.97 -0.51 -0.12
H 1.82 1.35 0.23
H 1.14 -0.09 1.74
H 0.80 0.37 -1.39
H -0.15 -1.57 -1.38
H -1.70 0.63 1.25
N -1.75 -1.20 -0.21
F -0.42 1.57 -0.39
S -2.64 -0.42 0.98
*
```

Atomic partial charges in e from the Mulliken method, atoms 1 to 2: C -0.756; C -0.005

---

Most stable of them? 1).

---

1) This record from the Open Molecules 2025 dataset describes the ion C4H6NO with charge -1. The level of theory is ωB97M-V/def2-TZVPD.

Summary:
Structure (SMILES): C=C(C)/C=N/[O-]
Frontier orbital gap (alpha / beta): 6.6 / 6.6 eV

The geometry in ORCA input format:
```
! RIJCOSX wB97M-V def2-TZVPD def2/J DEFGRID3
* xyz -1 1
C -1.36 -1.16 -0.33
C -0.36 -0.24 -0.09
C -0.62 1.27 0.03
C 1.07 -0.51 0.22
N 2.09 0.26 0.01
O 3.32 -0.06 0.33
H -2.35 -0.86 -0.43
H -1.09 -2.15 -0.28
H -0.93 1.47 0.98
H -1.32 1.57 -0.69
H 0.35 1.90 -0.11
H 1.20 -1.48 0.37
*
```

Atomic partial charges in e from the Mulliken method, atoms 1 to 2: C -1.162; C 0.886

---

2) This record from the Open Molecules 2025 dataset describes the ion C4H6NO with charge -1. The level of theory is ωB97M-V/def2-TZVPD.

Summary:
Frontier orbital gap: 6.0 eV

The geometry in ORCA input format:
```
! RIJCOSX wB97M-V def2-TZVPD def2/J DEFGRID3
* xyz -1 1
C 0.29 0.14 -0.43
C -1.09 0.27 -0.88
C 1.38 0.22 -1.31
C 0.41 -0.33 0.94
N -0.56 -0.09 1.76
O -0.62 -0.62 2.93
H -1.89 -0.10 -0.23
H -1.24 0.41 -1.90
H 2.43 0.32 -0.93
H 1.00 0.39 -2.42
H 1.37 -0.80 1.06
H -1.48 0.19 1.41
*
```

Atomic partial charges in e from the Mulliken method, atoms 1 to 2: C 0.573; C -1.198

---

Most stable of them? 1).